Entry from the OMol25 dataset: a molecular structure, C17H20BClHfN6 (ωB97M-V/def2-TZVPD).

Last column: Mulliken charge in e.
Positions of all 46 atoms, in Å:
1 C 2.74863 -1.22615 -1.29288  -0.32
2 N 1.71917 -0.33429 -1.39733  -0.29
3 N 1.83994 0.31830 -2.63705  0.14
4 C 2.95684 -0.12442 -3.22681  0.07
5 C 3.55247 -1.09426 -2.41571  -1.08
6 B 0.82452 1.41545 -3.13316  0.04
7 N -0.65159 0.92873 -2.97331  0.30
8 N -1.11384 0.41239 -1.77003  -0.44
9 C -2.41815 0.07427 -1.96980  -0.15
10 C -2.79824 0.45493 -3.26385  -0.99
11 C -1.66110 1.00030 -3.85155  -0.01
12 Hf 0.46826 0.69052 -0.15515  0.96
13 N 0.97412 2.65038 -2.18200  -0.17
14 N 0.75036 2.56285 -0.80126  0.44
15 C 0.93815 3.79533 -0.24935  0.01
16 C 1.29917 4.65667 -1.27427  -1.18
17 C 1.30605 3.90456 -2.45988  0.07
18 H 0.82361 3.94392 0.81511  0.48
19 H 1.52828 4.18276 -3.48188  0.52
20 H 1.53709 5.70240 -1.17430  0.48
21 H 1.05750 1.71793 -4.26790  0.05
22 H -1.48725 1.44410 -4.82477  0.50
23 H 3.24021 0.29095 -4.18524  0.53
24 H -3.76833 0.35461 -3.71678  0.46
25 H 4.45939 -1.63327 -2.62169  0.47
26 H -3.00213 -0.40746 -1.19938  0.53
27 H 2.83523 -1.86255 -0.42025  0.87
28 H -1.21617 1.54408 1.07676  0.45
29 C -1.76073 0.67791 1.53436  -1.06
30 H -2.78888 0.70946 1.16248  0.36
31 H -1.39172 -0.33762 1.29809  0.38
32 H -1.68272 0.77060 2.62926  0.35
33 Cl 4.36162 -0.76069 1.70156  0.05
34 C 3.12659 -0.70406 2.90025  0.74
35 C 3.26735 -1.50196 4.03159  -0.65
36 C 2.29834 -1.46961 5.03781  -0.28
37 C 1.18366 -0.63807 4.89966  -0.80
38 C 1.04383 0.16464 3.77053  -0.42
39 C 2.01261 0.16397 2.74471  0.57
40 C 1.85968 1.05869 1.58264  -1.32
41 H 4.14384 -2.14303 4.12183  0.52
42 H 2.42350 -2.08910 5.92761  0.49
43 H 0.42007 -0.61475 5.67897  0.49
44 H 0.17081 0.82065 3.67723  0.56
45 H 1.50195 2.05957 1.88344  0.57
46 H 2.77831 1.15725 0.98406  0.70

Summary:
HOMO-LUMO gap (spin up / spin down): 3.12 / 3.12 eV
highest occupied orbital energy (spin up / spin down): -21.0 / -21.0 eV
charge: +4

=====

Entry from the OMol25 dataset: a molecular structure, C17H20BiN3O (ωB97M-V/def2-TZVPD).

Last column: Mulliken charge in e.
Positions of all 42 atoms, in Å:
1 Bi -0.33223 0.37856 0.00587  -0.40
2 C 0.76619 -2.34743 1.78237  -0.38
3 C -0.62261 -2.08221 1.73926  -0.75
4 C -1.04246 -2.13004 0.35895  -0.95
5 H -1.28584 -1.94777 2.59367  0.52
6 C 0.13002 -2.45751 -0.43340  -0.42
7 C 1.22846 -2.56865 0.45814  -0.57
8 H 2.25085 -2.82526 0.17472  0.39
9 H 1.37202 -2.40815 2.68704  0.40
10 H -2.07721 -2.10815 0.00220  0.51
11 H 0.12294 -2.70738 -1.49524  0.40
12 C 1.83912 1.92642 0.62542  -0.64
13 C 2.65698 0.80186 0.30588  -0.27
14 C 2.59365 0.58162 -1.09341  -0.73
15 H 3.28267 0.25402 1.01472  0.42
16 C 1.77942 1.59138 -1.67386  -0.60
17 C 1.25457 2.40687 -0.60794  -0.94
18 H 0.66032 3.31413 -0.72797  0.45
19 H 1.77148 2.42821 1.59514  0.51
20 H 3.11500 -0.20240 -1.64675  0.32
21 H 1.69047 1.80998 -2.73596  0.60
22 O -0.97222 0.82868 -2.49709  1.18
23 C -0.93693 0.40881 -3.86001  2.04
24 C -2.46604 0.59769 -4.05711  -0.89
25 C -0.51179 -1.03494 -4.06041  -1.81
26 C -0.15070 1.37420 -4.72580  -2.06
27 C -2.40977 1.15977 -2.64293  -1.21
28 H -3.00017 -0.34431 -4.15435  0.38
29 H -2.68177 1.31875 -4.84452  0.31
30 H -2.54353 2.24790 -2.58118  0.31
31 H -2.99399 0.61108 -1.89400  0.38
32 H -0.97630 -1.37540 -4.99712  0.42
33 H -0.84499 -1.68192 -3.23709  0.21
34 H 0.57939 -1.07622 -4.16904  0.42
35 H -0.54948 1.32797 -5.74784  0.45
36 H 0.90056 1.06739 -4.77048  0.41
37 H -0.23905 2.40690 -4.35876  0.39
38 N -1.27998 0.97694 2.04440  -0.67
39 C -1.08975 1.02391 3.22375  0.72
40 N -1.03694 0.96463 4.48531  -0.68
41 C -0.44146 1.78065 5.31933  0.49
42 N 0.05396 2.45211 6.14830  -0.64

Summary:
HOMO-LUMO gap (spin up / spin down): 2.72 / 2.72 eV
highest occupied orbital energy (spin up / spin down): 1.9 / 1.9 eV
charge: -2

=====

Entry from the OMol25 dataset: a single C17H20BrFN6O2 molecule (ωB97M-V/def2-TZVPD).

Last column: Mulliken charge in e.
Positions of all 47 atoms, in Å:
1 O 0.27688 -1.31735 -2.38552  -0.64
2 C -0.90808 -1.13527 -2.18419  0.37
3 N -1.78186 -2.12719 -1.91478  0.00
4 C -1.33716 -3.51136 -1.81343  -1.10
5 C -0.39564 -3.71951 -0.63347  -0.57
6 C -1.05040 -3.49389 0.71055  0.97
7 F -1.75831 -4.65259 1.05446  -0.42
8 C -0.06140 -3.19487 1.83230  -1.14
9 N 0.28142 -1.78611 1.85933  0.90
10 C 1.04908 -1.05199 1.02256  0.10
11 C 0.93418 0.23370 1.48149  -0.64
12 C 1.57206 1.47829 0.98295  1.30
13 C 2.79153 1.88408 1.76099  -0.61
14 C 3.29632 3.29685 1.78471  -0.77
15 C 2.64566 2.70582 3.00689  -0.51
16 C 1.52236 1.72462 -0.50153  -0.53
17 C 0.63781 2.51476 0.42554  -0.83
18 N 0.10751 0.21507 2.56371  -0.24
19 N -0.28590 -0.99736 2.78227  -0.96
20 C -1.48659 0.26392 -2.29716  0.59
21 N -1.15344 0.89019 -3.43338  -0.58
22 C -1.56160 2.13588 -3.56373  -0.37
23 N -2.25702 2.84112 -2.67275  -0.66
24 C -2.57206 2.22571 -1.55079  0.81
25 O -3.24645 2.90412 -0.62192  -0.47
26 C -2.21005 0.89323 -1.30353  -0.14
27 Br -2.64024 0.12386 0.35814  0.01
28 H -2.74422 -1.89614 -1.73812  0.32
29 H -2.22397 -4.13699 -1.71821  0.45
30 H -0.82626 -3.78223 -2.73823  0.33
31 H -0.00060 -4.73835 -0.64439  0.46
32 H 0.44613 -3.04123 -0.75853  0.29
33 H -1.77861 -2.68031 0.67240  -0.06
34 H -0.53013 -3.41234 2.78938  0.42
35 H 0.84374 -3.79500 1.73168  0.30
36 H 1.59517 -1.46950 0.19492  0.50
37 H 3.55746 1.11612 1.78635  0.56
38 H 4.36765 3.44098 1.79777  0.28
39 H 2.75383 4.05557 1.23771  0.20
40 H 1.64464 3.03579 3.24998  0.21
41 H 3.26950 2.47087 3.85768  0.30
42 H 2.37034 2.24041 -0.93200  0.37
43 H 1.07761 0.96780 -1.13498  -0.05
44 H -0.41647 2.27761 0.46598  0.12
45 H 0.86796 3.55909 0.58311  0.25
46 H -1.30281 2.64571 -4.48415  0.45
47 H -3.37959 3.79841 -0.96807  0.38

Summary:
HOMO-LUMO gap: 9.43 eV
highest occupied orbital energy: -9.3 eV
SMILES string: O=C(NCC[C@@H](F)Cn1cc(C2(C3CC3)CC2)nn1)c1ncnc(O)c1Br

=====

Entry from the OMol25 dataset: a single C17H20Cl2N6O2S molecule (ωB97M-V/def2-TZVPD).

Last column: Mulliken charge in e.
Positions of all 48 atoms, in Å:
1 C -0.98233 1.02928 3.16254  -0.67
2 N -0.05977 0.06774 2.62167  -0.13
3 C 0.50416 0.09886 1.41299  0.25
4 N 0.20597 1.09941 0.56479  -0.25
5 C 0.83727 1.02352 -0.59051  0.31
6 S 0.50905 2.27150 -1.78009  -0.34
7 C -0.64443 3.32903 -0.82172  0.16
8 C -1.25038 4.37757 -1.74741  -1.48
9 C -1.75170 2.51984 -0.15712  0.30
10 O -2.21599 2.86690 0.90581  -0.71
11 N -2.22225 1.49970 -0.92710  0.09
12 C -3.10483 0.49002 -0.56305  0.40
13 C -3.87028 0.53887 0.60054  -0.33
14 C -4.72227 -0.50275 0.90937  -0.77
15 C -4.83362 -1.60125 0.07018  0.29
16 Cl -5.90621 -2.89026 0.47047  -0.21
17 C -4.07396 -1.65110 -1.09489  -0.05
18 Cl -4.19104 -3.00312 -2.15661  -0.20
19 C -3.21491 -0.61334 -1.40812  -0.52
20 N 1.68499 0.10100 -0.98099  -0.55
21 C 1.91338 -0.86374 -0.06997  0.69
22 N 2.73362 -1.86072 -0.42189  0.00
23 C 3.16632 -2.86887 0.51640  -0.65
24 C 4.66415 -2.68266 0.78959  -0.55
25 O 5.40622 -2.70340 -0.40844  -0.39
26 C 4.98938 -1.68363 -1.28917  -0.54
27 C 3.50447 -1.82926 -1.64297  -0.63
28 N 1.34712 -0.89796 1.13622  -0.46
29 H -1.19216 1.78560 2.41164  0.21
30 H -0.55584 1.50805 4.04688  0.30
31 H -1.91594 0.53714 3.44210  0.25
32 H 0.21424 -0.71260 3.19867  0.26
33 H -0.06517 3.80923 -0.03018  0.41
34 H -1.91415 5.02237 -1.17578  0.39
35 H -0.46591 4.98317 -2.19390  0.42
36 H -1.81915 3.90356 -2.54435  0.35
37 H -1.71019 1.33404 -1.78769  0.18
38 H -3.78757 1.38986 1.25494  0.55
39 H -5.31508 -0.46761 1.80947  0.42
40 H -2.62761 -0.66938 -2.31235  0.44
41 H 2.58407 -2.76492 1.43057  0.42
42 H 2.99752 -3.85577 0.07176  0.29
43 H 5.05134 -3.49802 1.40237  0.36
44 H 4.82041 -1.72617 1.31210  0.32
45 H 5.61135 -1.77771 -2.18031  0.36
46 H 5.15714 -0.69799 -0.82861  0.32
47 H 3.16249 -0.99193 -2.24946  0.42
48 H 3.34805 -2.77210 -2.17839  0.28

Summary:
HOMO-LUMO gap: 9.10 eV
highest occupied orbital energy: -8.5 eV
SMILES string: CNc1nc(S[C@@H](C)C(=O)Nc2ccc(Cl)c(Cl)c2)nc(N2CCOCC2)n1

=====

Entry from the OMol25 dataset: a molecular structure, C17H20Cl3IrNO5 (ωB97M-V/def2-TZVPD).

Last column: Löwdin spin population.
Positions of all 47 atoms, in Å:
1 C -0.88476 0.50412 -3.04323  0.25
2 C -1.67441 -0.65688 -3.06030  0.12
3 C -0.85726 -1.77968 -2.79351  0.28
4 C -3.14692 -0.72136 -3.27359  0.02
5 C 0.48076 -1.31933 -2.53718  0.07
6 C 0.48213 0.15137 -2.61187  0.07
7 C 1.72050 0.88097 -2.92823  0.02
8 C -1.32716 1.83234 -3.48490  0.04
9 C -1.33241 -3.17864 -2.78740  0.05
10 C 1.71502 -2.13160 -2.54295  0.01
11 Ir 0.04711 -0.19070 -0.63653  1.48
12 Cl -2.28975 -0.18503 -0.11165  0.31
13 Cl -0.32198 2.06952 -0.37621  0.15
14 Cl 0.10475 -2.40811 0.02734  0.04
15 H -3.60869 0.22958 -2.98137  0.00
16 H -3.58139 -1.53608 -2.67800  0.00
17 H -3.43822 -0.91250 -4.31582  0.01
18 H -2.21858 -3.26122 -2.14285  0.01
19 H -0.56011 -3.85562 -2.41375  0.00
20 H -1.64316 -3.53860 -3.77898  0.02
21 H 1.61366 -2.97999 -1.85953  0.00
22 H 2.55290 -1.50252 -2.24251  0.00
23 H 1.90929 -2.52771 -3.54417  0.00
24 H 2.55229 0.40258 -2.41022  0.01
25 H 1.66596 1.92509 -2.61077  0.00
26 H 1.88918 0.83808 -4.00883  0.00
27 H -2.23139 2.15495 -2.95116  0.01
28 H -1.58258 1.78697 -4.55316  0.02
29 H -0.53763 2.57400 -3.34270  0.00
30 O 2.41184 2.65872 -0.85561  0.87
31 H 2.71788 3.58177 -0.55060  0.00
32 O -1.07768 -1.15443 2.24028  0.03
33 C -0.13378 -0.38418 2.26718  0.03
34 O 0.62813 0.04510 1.28237  0.13
35 C 0.25940 0.17024 3.60778  0.10
36 C 0.59640 1.52359 3.71411  0.00
37 C 0.89986 2.07619 4.95103  0.08
38 C 0.92711 1.22140 6.08230  0.04
39 C 0.64002 -0.16689 5.97328  0.07
40 C 0.27999 -0.67300 4.73145  0.00
41 N 1.22661 1.75432 7.36993  0.26
42 O 1.46884 2.97814 7.49636  0.21
43 O 1.23643 0.95580 8.34135  0.21
44 H 0.63136 2.13381 2.81414  0.00
45 H 1.11534 3.14204 5.04539  0.01
46 H 0.66292 -0.80394 6.85999  0.01
47 H 0.01217 -1.72266 4.62330  0.00

Summary:
⟨S²⟩: 8.797
HOMO-LUMO gap (spin up / spin down): 3.32 / 5.48 eV
highest occupied orbital energy (spin up / spin down): 0.8 / -2.5 eV
2S+1: 6
charge: -2

=====

Entry from the OMol25 dataset: a molecular structure, C17H20Cl3N8PRuSSi (ωB97M-V/def2-TZVPD).

Last column: Löwdin spin population.
Positions of all 52 atoms, in Å:
1 Ru 0.11971 0.34043 0.30317  2.69
2 C -2.05797 -3.67915 -2.87860  0.00
3 N -1.67969 -2.31786 -2.50110  0.01
4 C -1.89596 -1.20534 -3.26178  0.00
5 C -1.41110 -0.14843 -2.55413  0.01
6 N -0.90063 -0.60332 -1.36863  0.05
7 C -1.07873 -1.93168 -1.35882  0.01
8 P -0.70388 -3.09081 0.00375  0.00
9 C -1.49004 -2.11235 1.31925  0.01
10 N -1.36755 -0.80001 1.49834  0.08
11 C -2.15556 -0.46046 2.56002  0.01
12 C -2.76630 -1.58826 3.02523  0.00
13 N -2.33933 -2.61929 2.24000  0.00
14 C -2.75531 -4.01405 2.37918  0.00
15 C 1.03331 -2.61330 0.26227  0.02
16 N 1.49839 -1.37484 0.42769  0.11
17 C 2.86233 -1.46290 0.49184  0.02
18 C 3.21788 -2.77280 0.37962  0.00
19 N 2.06049 -3.48557 0.23912  0.01
20 C 1.97927 -4.93767 0.08170  0.00
21 H -2.43035 -3.65762 -3.89814  0.00
22 H -2.84176 -4.05051 -2.22239  0.00
23 H -1.19282 -4.33578 -2.83397  0.00
24 H -2.36914 -1.25511 -4.22647  0.00
25 H -1.40607 0.88925 -2.82569  0.00
26 H -2.23614 0.54964 2.92203  0.01
27 H -3.45846 -1.73690 3.83535  0.00
28 H -3.36755 -4.09930 3.27172  0.00
29 H -1.88595 -4.65800 2.48687  0.00
30 H -3.34175 -4.32229 1.51652  0.00
31 H 3.47576 -0.58824 0.60281  0.00
32 H 4.18194 -3.25026 0.38633  0.00
33 H 2.98616 -5.34136 0.12603  0.00
34 H 1.54046 -5.18981 -0.88088  0.00
35 H 1.38843 -5.37193 0.88455  0.00
36 Cl 1.88209 0.92512 -2.39044  0.08
37 Si 0.89172 2.17426 -1.10000  0.09
38 Cl 2.20027 3.50041 -0.33210  0.02
39 Cl -0.64672 3.19595 -1.92488  0.02
40 C 2.40657 2.14307 6.33525  0.00
41 C 2.57061 1.82027 4.89007  0.00
42 C 3.78912 1.43187 4.33008  0.03
43 C 3.81846 1.13365 2.98300  0.00
44 N 2.73385 1.22004 2.20501  0.04
45 C 1.65086 1.63164 2.83425  0.06
46 S 0.16459 1.93043 1.87884  0.56
47 N 1.49111 1.92639 4.10606  0.04
48 H 3.35713 2.12504 6.86191  0.00
49 H 1.73083 1.42197 6.79698  0.00
50 H 1.95047 3.12670 6.44212  0.00
51 H 4.68336 1.36829 4.93251  0.00
52 H 4.73515 0.82000 2.49762  0.00

Summary:
⟨S²⟩: 6.022
HOMO-LUMO gap (spin up / spin down): 9.02 / 6.62 eV
highest occupied orbital energy (spin up / spin down): -14.7 / -14.9 eV
2S+1: 5
charge: +2